# 1
Here is a molecular structure, C25H20IrO5PSTe at a distorted geometry from OMol25. Energies are from wB97M-V/def2-TZVPD.

XYZ file:
```
54
Properties=species:S:1:pos:R:3
Ir 0.2719 0.1454 1.4220
O -2.5507 3.3035 2.0736
S -1.4677 2.7094 1.2930
O -1.3580 1.1937 1.5835
O -0.2029 3.3952 1.4051
C -2.0971 2.6095 -0.3769
C -3.1533 3.4828 -0.6656
C -3.4376 3.7395 -2.0384
C -2.6316 3.1794 -3.0396
C -1.6855 2.2260 -2.7618
C -1.4461 1.8814 -1.3766
P -0.5338 0.4121 -0.8685
C -1.8770 -0.8081 -1.0430
C -3.2376 -0.5426 -0.9636
C -4.1354 -1.5694 -1.0085
C -3.7753 -2.9108 -1.3024
C -2.4033 -3.1926 -1.3684
C -1.4854 -2.1350 -1.3065
C 0.4807 0.0022 -2.2837
C 1.9133 0.0511 -2.0488
C 2.8243 -0.0137 -3.1187
C 2.3576 -0.0339 -4.4509
C 0.9460 -0.0746 -4.7131
C 0.0505 -0.0676 -3.6315
H -3.6119 3.9225 0.2404
H -4.2578 4.4559 -2.3029
H -2.7505 3.5143 -4.0730
H -0.9822 1.8894 -3.5203
H -3.5235 0.4913 -0.7595
H -5.1324 -1.3882 -0.6895
H -4.5032 -3.6405 -1.6141
H -2.0471 -4.1996 -1.4085
H -0.3876 -2.4162 -1.4782
H 2.2801 0.1811 -1.0432
H 3.9296 -0.0291 -2.9717
H 3.1358 -0.0503 -5.2413
H 0.5419 -0.0704 -5.7561
H -0.9937 -0.1429 -3.8978
O -0.1257 -2.5719 2.0680
C 0.9612 -2.4752 1.4246
O 1.4377 -1.3471 0.9963
H 1.5399 -3.3423 1.2007
Te 1.6289 1.4709 3.2110
C 2.8398 -0.0124 4.2397
C 2.3012 -0.9386 5.1541
C 3.0966 -1.7276 5.9280
C 4.4424 -1.7335 5.7945
C 5.0114 -0.8361 4.8476
C 4.2394 0.0054 4.0905
H 1.2237 -1.0047 5.2413
H 2.6358 -2.4208 6.6417
H 5.1291 -2.4324 6.2552
H 6.0712 -0.9001 4.6373
H 4.5037 0.7663 3.3744
```

frontier orbital gap (alpha / beta) = 6.379 / 6.163 eV
E = -66738.0831 eV
multiplicity = 5
total charge = 0
F_max = 4.32 eV Å⁻¹

# 2
Here is a molecular structure, C25H21AsCl3IrN2O2PS4 from OMol25. Energies are from wB97M-V/def2-TZVPD.

XYZ file:
```
60
Properties=species:S:1:pos:R:3
Ir 0.5808 -0.8361 -0.3123
Cl -1.2476 -1.4444 6.8509
C -0.4916 -1.4981 5.2693
C -1.2584 -1.3466 4.1348
C -0.6412 -1.3960 2.8986
Cl -1.6378 -1.2444 1.4715
C 0.7464 -1.5771 2.7039
O 1.3509 -1.6224 1.5521
C 1.4664 -1.7306 3.9133
Cl 3.1879 -1.9747 3.8058
C 0.8743 -1.6932 5.1616
H -2.3289 -1.2028 4.2066
H 1.4835 -1.8143 6.0490
S 0.6788 1.4183 0.9077
C 1.1966 2.3329 -0.4149
C 0.7706 3.7290 -0.4532
N 0.3841 4.8133 -0.4662
C 1.9255 1.8206 -1.4713
S 2.3332 0.1888 -1.6150
C 2.3306 2.7054 -2.5562
N 2.6335 3.3984 -3.4240
S -0.1899 -5.8080 -2.7176
P 0.7812 -4.1351 -2.3964
S -0.4232 -2.6845 -1.5912
C 1.5070 -3.4730 -3.9323
C 2.5219 -2.5190 -3.8790
C 3.0345 -1.9639 -5.0451
C 2.5377 -2.3703 -6.2779
C 1.5367 -3.3324 -6.3378
C 1.0227 -3.8851 -5.1677
C 2.2262 -4.3754 -1.3240
C 3.3585 -5.0247 -1.8280
C 4.4479 -5.2679 -1.0001
C 4.4151 -4.8588 0.3330
C 3.2954 -4.2084 0.8323
C 2.1995 -3.9721 0.0055
H 2.9253 -2.2223 -2.9189
H 3.8165 -1.2116 -4.9883
H 2.9363 -1.9404 -7.1912
H 1.1554 -3.6569 -7.2992
H 0.2480 -4.6412 -5.1953
H 3.3798 -5.3477 -2.8625
H 5.3243 -5.7739 -1.3936
H 5.2708 -5.0359 0.9762
H 3.2738 -3.8635 1.8620
H 1.3345 -3.4467 0.3900
C -1.8831 2.7907 -2.9805
As -2.1901 1.4117 -1.7026
C -2.6483 2.2576 -0.0563
C -3.7225 0.4208 -2.2675
O -0.8817 0.3917 -1.6078
H -2.8242 3.2606 -3.2624
H -1.4129 2.3287 -3.8429
H -1.2107 3.5291 -2.5473
H -3.5170 2.9003 -0.2195
H -1.8003 2.8451 0.2889
H -2.8751 1.4825 0.6711
H -4.5897 1.0602 -2.4402
H -3.9358 -0.3096 -1.4929
H -3.4424 -0.1039 -3.1762
```

frontier orbital gap (alpha / beta) = 6.532 / 5.911 eV
E = -187217.5505 eV
multiplicity = 5
total charge = -1
F_max = 0.96 eV Å⁻¹

# 3
Here is a molecular structure, C25H21BrGaN3O5S from OMol25. Energies are from wB97M-V/def2-TZVPD.

XYZ file:
```
57
Properties=species:S:1:pos:R:3
Ga -0.1166 0.8043 -0.0009
Br 1.5010 0.4571 -2.9964
C 2.4126 0.0380 -1.4086
C 3.7327 -0.3446 -1.3835
C 4.2915 -0.6691 -0.1499
C 3.5317 -0.6191 1.0106
C 2.2189 -0.2237 0.9082
N 1.6872 0.1106 -0.2857
C 1.2620 -0.1366 2.0944
O 1.6225 -0.4488 3.1855
O 0.0518 0.2986 1.7546
H 4.3095 -0.3968 -2.2950
H 5.3307 -0.9701 -0.1045
H 3.9304 -0.8826 1.9802
O -1.7939 0.3171 -0.5610
S -2.6473 -0.7681 0.2154
C -4.2564 -0.4363 -0.3787
C -4.4960 -0.1447 -1.7178
C -5.8063 0.0469 -2.1128
C -6.8412 -0.0703 -1.1852
C -6.5786 -0.3625 0.1448
C -5.2672 -0.5392 0.5670
C -2.1743 -2.2888 -0.5372
C -1.7674 -2.3512 -1.8659
C -1.4361 -3.5908 -2.3883
C -1.5204 -4.7312 -1.5935
C -1.9256 -4.6447 -0.2693
C -2.2473 -3.4107 0.2772
H -3.6845 -0.0622 -2.4290
H -6.0263 0.2803 -3.1459
H -7.8638 0.0716 -1.5087
H -7.3882 -0.4439 0.8574
H -5.0421 -0.7461 1.6066
H -1.7229 -1.4614 -2.4805
H -1.1240 -3.6717 -3.4211
H -1.2633 -5.6953 -2.0117
H -1.9834 -5.5341 0.3434
H -2.5519 -3.3302 1.3146
O -3.4020 2.4025 2.2577
C -3.8071 3.6887 1.8000
N -3.0981 4.7820 2.4029
C -1.8860 5.2982 2.0515
O -1.4185 6.2910 2.5566
C -1.0965 4.6424 0.9434
C -0.3731 5.4672 0.0885
C 0.4461 4.9077 -0.8791
C 0.5484 3.5380 -0.9567
N -0.1275 2.7383 -0.1126
C -0.9430 3.2817 0.8253
H -3.6335 2.3122 3.1905
H -4.8699 3.8483 1.9701
H -3.6328 3.6771 0.7260
H -3.5247 5.2701 3.1784
H -0.4509 6.5416 0.2045
H 1.0114 5.5234 -1.5639
H 1.1745 3.0553 -1.6950
H -1.4614 2.6032 1.4955
```

frontier orbital gap = 8.411 eV
E = -174215.6361 eV
multiplicity = 1
total charge = +2
F_max = 0.40 eV Å⁻¹

# 4
Here is a molecular structure, C25H21Cl2N6SeV at a distorted geometry from OMol25. Energies are from wB97M-V/def2-TZVPD.

XYZ file:
```
56
Properties=species:S:1:pos:R:3
V 0.1786 -0.0153 -0.3637
C 2.0083 -1.3054 1.6488
N 1.3981 0.0139 1.4484
C 2.3785 1.0762 1.1553
C 2.8887 1.0208 -0.2640
C 4.1440 1.4837 -0.6267
C 4.4834 1.4653 -1.9702
C 3.5845 0.9659 -2.9040
C 2.3617 0.4971 -2.4613
N 2.0419 0.5340 -1.1696
C 0.4548 0.3901 2.5097
C -0.4959 1.4695 2.0509
C -0.9830 2.4295 2.9166
C -1.8398 3.4033 2.4124
C -2.1674 3.3873 1.0660
C -1.6302 2.3929 0.2625
N -0.8271 1.4504 0.7567
C 1.2411 -2.4146 0.9663
C 0.9021 -3.5978 1.5938
C 0.2222 -4.5665 0.8657
C -0.0935 -4.3190 -0.4589
C 0.2682 -3.0984 -1.0091
N 0.9316 -2.1781 -0.3154
H 2.1300 -1.5293 2.7154
H 3.0050 -1.2746 1.2014
H 3.2226 1.0526 1.8555
H 1.8793 2.0405 1.2830
H 4.8057 1.9018 0.1182
H 5.4429 1.8510 -2.2891
H 3.8219 0.9503 -3.9582
H 1.5976 0.1109 -3.1243
H 0.9867 0.7406 3.4051
H -0.1160 -0.5084 2.7650
H -0.6801 2.4261 3.9552
H -2.2285 4.1753 3.0639
H -2.8066 4.1391 0.6270
H -1.8331 2.3213 -0.7983
H 1.1464 -3.7514 2.6370
H -0.0771 -5.4919 1.3400
H -0.6474 -5.0334 -1.0511
H -0.0226 -2.8139 -2.0126
Se 2.9509 4.7913 0.9153
C 1.7730 4.0536 -0.2859
N 1.0418 3.5173 -1.0127
Cl -2.6114 -0.0988 -4.2030
C -3.3690 -0.7043 -2.7446
C -4.6882 -1.0726 -2.8034
C -5.3477 -1.5767 -1.6785
C -4.6112 -1.7016 -0.5034
C -3.2889 -1.3269 -0.4599
Cl -2.4481 -1.5817 1.0752
C -2.5206 -0.7631 -1.5611
N -1.2853 -0.3996 -1.5097
H -5.2124 -0.9663 -3.7455
H -6.3891 -1.8629 -1.7194
H -5.0713 -2.0994 0.3930
```

frontier orbital gap (alpha / beta) = 4.639 / 5.385 eV
E = -151287.5269 eV
multiplicity = 4
total charge = -1
F_max = 1.55 eV Å⁻¹

# 5
Here is C25H21ClN4O4S in the gas phase from OMol25. Energies are from wB97M-V/def2-TZVPD.

XYZ file:
```
56
Properties=species:S:1:pos:R:3
O -1.7909 0.1544 4.5005
C -0.8535 0.2771 3.7616
O -0.8714 1.0158 2.6741
H -0.0001 0.9722 2.1760
C 0.4911 -0.4298 4.0369
O 1.2836 -0.2791 2.8843
C 2.6268 -0.0932 2.9699
C 3.4075 -0.6122 3.9931
C 4.7809 -0.4381 3.9786
C 5.3876 0.2440 2.9369
C 4.6152 0.7678 1.9191
C 3.2263 0.6311 1.9190
C 2.4667 1.2725 0.8638
N 1.1917 1.3563 0.9063
N 0.4595 1.9895 -0.0407
C 0.8540 2.6905 -1.1423
O 1.9912 2.9877 -1.4145
C -0.3198 3.2016 -1.9730
H -0.6839 4.1429 -1.5579
H 0.0272 3.3612 -2.9933
S -1.7451 2.0790 -1.9975
C -0.8800 0.6547 -2.5057
N 0.3990 0.6640 -2.7478
C 0.6944 -0.6152 -3.1473
C 1.9057 -1.1720 -3.5358
C 1.9046 -2.5004 -3.9065
C 0.7355 -3.2625 -3.8981
C -0.4775 -2.7268 -3.5130
C -0.4849 -1.3960 -3.1311
N -1.4870 -0.5491 -2.7066
C -2.8554 -0.8737 -2.3895
C -3.1541 -0.6482 -0.9265
C -4.0717 0.3192 -0.5352
C -4.3374 0.5562 0.8017
C -3.6887 -0.1800 1.7778
C -2.7771 -1.1526 1.4097
C -2.5103 -1.3781 0.0696
Cl -1.3480 -2.5986 -0.3462
H -2.2702 -1.7375 2.1607
H -3.8715 0.0030 2.8246
H -5.0490 1.3180 1.0792
H -4.5760 0.8973 -1.2951
H -3.5242 -0.2525 -2.9955
H -3.0117 -1.9238 -2.6492
H -1.3754 -3.3267 -3.5087
H 0.7811 -4.2981 -4.2007
H 2.8286 -2.9666 -4.2147
H 2.8022 -0.5739 -3.5446
H -0.5370 1.8651 0.1117
H 3.0545 1.7054 0.0597
H 5.0820 1.3121 1.1117
H 6.4591 0.3690 2.9224
H 5.3764 -0.8471 4.7806
H 2.9451 -1.1673 4.7954
H 0.9459 0.0387 4.9177
H 0.2983 -1.4854 4.2636
```

frontier orbital gap = 8.408 eV
E = -63774.5339 eV
SMILES = O=C(O)COc1ccccc1/C=N/NC(=O)CSc1nc2ccccc2n1Cc1ccccc1Cl
multiplicity = 1
total charge = 0
F_max = 0.83 eV Å⁻¹

# 6
Here is a molecular structure, C25H21ClN7O2SZn from OMol25. Energies are from wB97M-V/def2-TZVPD.

XYZ file:
```
58
Properties=species:S:1:pos:R:3
Zn 0.1915 0.3426 -0.8832
Cl -4.6377 1.0007 4.2284
C -3.6656 1.1550 2.7958
C -3.2856 2.4338 2.3486
C -2.5117 2.5761 1.2284
C -2.0433 1.4589 0.4805
O -1.3089 1.6540 -0.5655
C -2.4641 0.1641 0.9472
C -2.2040 -1.0209 0.1881
N -1.3069 -1.0634 -0.7395
C -1.2344 -2.0299 -1.7597
C -1.8651 -3.2420 -1.7812
C -1.7988 -4.0775 -2.9152
C -1.1238 -3.6843 -4.0310
C -0.4423 -2.4437 -4.0431
C 0.2839 -1.9860 -5.1643
C 0.9377 -0.7907 -5.1089
C 0.8740 -0.0458 -3.9207
N 0.2037 -0.4256 -2.8573
C -0.4715 -1.6226 -2.8990
C -3.2787 0.0534 2.0985
H -3.6261 3.3067 2.8938
H -2.2213 3.5581 0.8727
H -2.8460 -1.8859 0.3800
H -2.4363 -3.5722 -0.9208
H -2.3039 -5.0342 -2.8969
H -1.0960 -4.3070 -4.9176
H 0.3133 -2.5977 -6.0600
H 1.5074 -0.4143 -5.9483
H 1.4133 0.8912 -3.8476
H -3.5939 -0.9316 2.4316
S 2.1346 -1.4391 -0.5723
C 2.1048 -2.0888 0.9774
N 0.9888 -1.9724 1.7582
C 0.9334 -2.3792 3.0433
C 1.9977 -3.0169 3.5845
C 3.1024 -3.2016 2.7295
N 3.1633 -2.7624 1.4928
H 0.2254 -1.4363 1.3683
H 0.0179 -2.1687 3.5776
H 1.9927 -3.3674 4.6057
H 3.9783 -3.7363 3.0886
C 1.0070 2.6040 3.3323
N 1.3911 2.8675 1.9412
C 1.9054 4.0582 1.5398
C 2.1850 4.3074 0.2457
C 1.9003 3.2740 -0.6945
N 1.4452 2.0922 -0.3033
C 1.1641 1.8702 1.0130
O 0.6756 0.7900 1.3726
N 2.0981 3.4791 -2.0042
H 1.1483 3.5115 3.9113
H 1.6178 1.8058 3.7471
H -0.0370 2.3011 3.3700
H 2.0677 4.7937 2.3160
H 2.5893 5.2585 -0.0683
H 2.3973 4.3717 -2.3462
H 1.8467 2.7652 -2.6601
```

frontier orbital gap = 6.858 eV
E = -112565.5846 eV
multiplicity = 1
total charge = +1
F_max = 0.42 eV Å⁻¹

# 7
Here is a molecular structure, C25H21F6N4O8S2Ta from OMol25. Energies are from wB97M-V/def2-TZVPD.

XYZ file:
```
67
Properties=species:S:1:pos:R:3
Ta -0.5548 0.1228 0.0220
O 1.7216 -1.0576 3.6113
C 2.8466 -0.3739 3.3416
C 3.8664 -0.5028 4.2817
C 5.0563 0.1643 4.1087
C 5.2756 0.9873 2.9940
C 4.2877 1.1262 2.0622
C 3.0512 0.4482 2.2073
C 2.0634 0.6436 1.1960
O 0.8708 -0.0331 1.2572
N 2.2067 1.4621 0.1940
N 1.1014 1.4346 -0.5905
C 1.0229 2.1336 -1.6599
C -0.1799 1.9357 -2.4582
C -0.4112 2.5895 -3.6506
C -1.5634 2.2930 -4.3681
C -2.4385 1.3400 -3.8739
C -2.1495 0.7241 -2.6690
N -1.0503 1.0200 -1.9671
H 1.0504 -0.9252 2.9351
H 3.6901 -1.1343 5.1411
H 5.8354 0.0502 4.8510
H 6.2167 1.5044 2.8767
H 4.4288 1.7521 1.1929
H 1.8280 2.7961 -1.9575
H 0.3051 3.3165 -4.0082
H -1.7680 2.7966 -5.3031
H -3.3401 1.0704 -4.4047
H -2.8131 -0.0234 -2.2554
F -5.3707 -0.1302 1.2507
C -4.1588 -0.5784 1.0753
F -4.1147 -1.8903 1.1062
F -3.6880 -0.1519 -0.1266
S -3.0095 0.1064 2.3391
O -1.6707 -0.2697 1.7571
O -3.3089 -0.4677 3.5873
N -3.2176 1.6445 2.2480
S -2.3499 2.6568 1.4517
O -1.5114 1.9443 0.4088
O -3.0580 3.7688 0.9563
C -1.0467 3.2351 2.6330
F -0.2907 4.1138 2.0026
F -0.3120 2.1732 2.9770
F -1.6172 3.7596 3.6856
C 0.6601 -7.2753 -3.2913
C 0.4338 -5.9070 -2.7378
C 1.3141 -4.8635 -3.0176
C 1.1297 -3.5922 -2.5202
C 2.1489 -2.5473 -2.8825
C -0.0139 -3.3502 -1.6926
C -0.9311 -4.4145 -1.3945
C -2.1518 -4.2639 -0.5265
C -0.6761 -5.6553 -1.9265
C -0.2250 -2.0650 -1.1603
O 0.5429 -1.0326 -1.3104
O -1.2498 -1.7147 -0.3827
H 1.5880 -7.3401 -3.8536
H -0.1663 -7.5520 -3.9494
H 0.6822 -8.0117 -2.4864
H 2.1749 -5.0595 -3.6440
H 2.8999 -2.9824 -3.5366
H 2.6501 -2.1555 -1.9975
H 1.6922 -1.7013 -3.3960
H -1.8903 -3.9392 0.4802
H -2.6649 -5.2193 -0.4553
H -2.8492 -3.5324 -0.9341
H -1.3564 -6.4688 -1.7067
```

frontier orbital gap = 6.152 eV
E = -88121.8527 eV
multiplicity = 1
total charge = +2
F_max = 0.63 eV Å⁻¹

# 8
Here is a molecular structure, C25H21FIO4 at a distorted geometry from OMol25. Energies are from wB97M-V/def2-TZVPD.

XYZ file:
```
52
Properties=species:S:1:pos:R:3
F 3.2066 5.7939 1.1083
C 2.8623 4.4585 1.0962
C 3.8591 3.4951 1.1426
C 3.4686 2.1485 1.1906
C 2.1268 1.8063 1.1994
C 1.1034 2.7895 1.0774
C -0.2339 2.3252 1.0168
C -1.4210 3.1080 1.0676
C -2.6651 2.4013 1.0982
C -3.8795 3.0783 1.1404
C -3.9154 4.4819 1.1508
C -2.7193 5.2045 1.1441
C -1.5013 4.5367 1.1182
C 1.5165 4.1531 1.0471
H 4.8978 3.7960 1.1422
H 4.2160 1.3602 1.2345
H 1.7970 0.7702 1.3380
H -0.3708 1.2468 1.0394
H -2.6186 1.3084 1.1169
H -4.8074 2.5017 1.1670
H -4.8528 5.0182 1.1610
H -2.7029 6.2998 1.1671
H -0.6029 5.1445 1.1696
H 0.8114 4.9722 1.0153
C -2.2337 -3.9112 0.4041
C -1.1512 -4.0913 1.4506
C -1.6140 -5.1431 2.4743
O 0.0671 -4.5358 0.8606
C 0.6819 -3.6288 0.0246
O 1.3490 -4.0534 -0.9078
C 0.4956 -2.2027 0.3320
I 2.1464 -1.2014 -0.4739
C 1.8027 -1.6064 -2.5921
C 2.7600 -2.2411 -3.3789
C 2.5266 -2.3829 -4.7592
C 1.3204 -1.9390 -5.3124
C 0.3450 -1.3594 -4.4936
C 0.5815 -1.2113 -3.1165
C -0.1866 -1.8567 1.5545
O -0.1543 -0.7671 2.0982
O -0.9066 -2.8600 2.1645
H -1.9167 -3.2425 -0.4042
H -2.4584 -4.9048 -0.0068
H -3.1396 -3.5233 0.8881
H -0.8117 -5.3704 3.1863
H -2.4970 -4.7711 3.0127
H -1.8890 -6.0639 1.9416
H 3.6724 -2.6309 -2.9336
H 3.2874 -2.8383 -5.3968
H 1.1336 -2.0513 -6.3836
H -0.6001 -1.0150 -4.9163
H -0.1853 -0.7957 -2.4653
```

frontier orbital gap = 5.170 eV
E = -45264.0423 eV
multiplicity = 1
total charge = +1
F_max = 1.93 eV Å⁻¹

Repeat the fifth record exactly.
Here is C25H21ClN4O4S in the gas phase from OMol25. Energies are from wB97M-V/def2-TZVPD.

XYZ file:
```
56
Properties=species:S:1:pos:R:3
O -1.7909 0.1544 4.5005
C -0.8535 0.2771 3.7616
O -0.8714 1.0158 2.6741
H -0.0001 0.9722 2.1760
C 0.4911 -0.4298 4.0369
O 1.2836 -0.2791 2.8843
C 2.6268 -0.0932 2.9699
C 3.4075 -0.6122 3.9931
C 4.7809 -0.4381 3.9786
C 5.3876 0.2440 2.9369
C 4.6152 0.7678 1.9191
C 3.2263 0.6311 1.9190
C 2.4667 1.2725 0.8638
N 1.1917 1.3563 0.9063
N 0.4595 1.9895 -0.0407
C 0.8540 2.6905 -1.1423
O 1.9912 2.9877 -1.4145
C -0.3198 3.2016 -1.9730
H -0.6839 4.1429 -1.5579
H 0.0272 3.3612 -2.9933
S -1.7451 2.0790 -1.9975
C -0.8800 0.6547 -2.5057
N 0.3990 0.6640 -2.7478
C 0.6944 -0.6152 -3.1473
C 1.9057 -1.1720 -3.5358
C 1.9046 -2.5004 -3.9065
C 0.7355 -3.2625 -3.8981
C -0.4775 -2.7268 -3.5130
C -0.4849 -1.3960 -3.1311
N -1.4870 -0.5491 -2.7066
C -2.8554 -0.8737 -2.3895
C -3.1541 -0.6482 -0.9265
C -4.0717 0.3192 -0.5352
C -4.3374 0.5562 0.8017
C -3.6887 -0.1800 1.7778
C -2.7771 -1.1526 1.4097
C -2.5103 -1.3781 0.0696
Cl -1.3480 -2.5986 -0.3462
H -2.2702 -1.7375 2.1607
H -3.8715 0.0030 2.8246
H -5.0490 1.3180 1.0792
H -4.5760 0.8973 -1.2951
H -3.5242 -0.2525 -2.9955
H -3.0117 -1.9238 -2.6492
H -1.3754 -3.3267 -3.5087
H 0.7811 -4.2981 -4.2007
H 2.8286 -2.9666 -4.2147
H 2.8022 -0.5739 -3.5446
H -0.5370 1.8651 0.1117
H 3.0545 1.7054 0.0597
H 5.0820 1.3121 1.1117
H 6.4591 0.3690 2.9224
H 5.3764 -0.8471 4.7806
H 2.9451 -1.1673 4.7954
H 0.9459 0.0387 4.9177
H 0.2983 -1.4854 4.2636
```

frontier orbital gap = 8.408 eV
E = -63774.5339 eV
SMILES = O=C(O)COc1ccccc1/C=N/NC(=O)CSc1nc2ccccc2n1Cc1ccccc1Cl
multiplicity = 1
total charge = 0
F_max = 0.83 eV Å⁻¹